The following is a DFT calculation (ωB97M-V with the def2-TZVPD basis set) of a structure of composition C2H2Cl2OS at a distorted geometry.

Results
Gap between HOMO and LUMO = 0.3315 Ha
E = -40032.7084 eV
ΔE to the lowest compared entry with this formula, charge and spin = 102.27 kJ/mol
Net charge = 0

Element x y z (Å)
C (0.305081, 0.207447, -0.661687)
C (-0.810395, -0.343325, 0.325339)
H (2.060478, 0.999081, -0.338456)
H (-1.731479, -0.259889, -0.060002)
O (1.361537, 0.543836, 0.065028)
S (-0.125593, 0.725376, -2.105689)
Cl (-0.774838, 0.254324, 2.002050)
Cl (-0.284791, -2.126851, 0.773416)

Atomic forces in eV per Å
-1.475 1.411 2.680
5.586 -2.112 2.222
1.332 1.029 -1.665
-3.237 -0.174 -1.423
-1.345 -1.926 1.354
0.167 -0.248 -1.055
-0.318 1.290 -0.580
-0.709 0.731 -1.534

And the Mulliken charges, in e, turn out to be:
1 C 0.347
2 C -0.152
3 H 0.348
4 H 0.429
5 O -0.386
6 S -0.269
7 Cl -0.136
8 Cl -0.183

The following is a DFT calculation (ωB97M-V with the def2-TZVPD basis set) of a cluster of 2 separate species, C2H2Cl2P in total at a distorted geometry.

Results
Gap between HOMO and LUMO = 0.2984 Ha
E = -36429.6658 eV
ΔE to the lowest compared entry with this formula, charge and spin = 53.58 kJ/mol
Net charge = +1

Element x y z (Å)
C (0.995942, -0.532262, -0.334106)
C (0.676164, -1.679580, -0.067335)
P (1.359487, 1.151796, -0.190009)
Cl (0.753974, 1.859062, -1.899284)
Cl (-1.484449, 0.740967, 0.889475)
H (-2.591786, 1.063024, 1.479618)
H (0.290668, -2.603007, 0.121640)

Atomic forces in eV per Å
0.170 -0.217 0.349
0.790 3.184 -0.710
-0.161 -0.791 0.091
-0.030 0.085 -0.201
-0.413 -0.181 0.151
0.299 0.184 -0.092
-0.655 -2.264 0.412

And the Mulliken charges, in e, turn out to be:
1 C -0.582
2 C 0.565
3 P 0.428
4 Cl 0.069
5 Cl -0.214
6 H 0.285
7 H 0.450

Q: gap between HOMO and LUMO of number 2 (C2H2Cl2P)?
A: 0.2984 Ha

Q: Look up the E of the first one.
A: -40032.7084 eV